Entry 1:
Here is a molecular structure, C16H18BrN2NiO2S2 from the OMol25 dataset. Energies are from ωB97M-V with the def2-TZVPD basis set.

The geometry in ORCA input format:
```
! wB97M-V def2-TZVPD RIJCOSX def2/J DEFGRID3
* xyz 1 1
Ni 0.1135 0.0708 -0.4009
S 1.1735 -1.3317 -1.7261
C 1.4427 -2.2723 -0.2865
N 1.0640 -1.8606 0.8871
C 1.3692 -2.8105 1.8592
C 1.0881 -2.6874 3.2186
C 1.4467 -3.7168 4.0652
C 2.0813 -4.8635 3.5758
C 2.3660 -4.9992 2.2305
C 2.0010 -3.9618 1.3792
S 2.2065 -3.8345 -0.3439
H 0.5989 -1.7958 3.5888
H 1.2355 -3.6378 5.1231
H 2.3526 -5.6564 4.2592
H 2.8556 -5.8863 1.8526
O 4.2664 3.9083 1.4820
C 3.4565 2.9731 0.9912
C 3.8936 1.8787 0.2423
C 2.9728 0.9690 -0.2227
N 1.6631 1.1015 0.0234
C 1.2735 2.1472 0.7446
Br -0.6080 2.1308 1.0067
C 2.0902 3.1148 1.2554
H 5.1900 3.7358 1.2586
H 4.9429 1.7361 0.0216
H 3.2576 0.1083 -0.8114
H 1.7140 3.9435 1.8359
C -2.3104 -2.4339 0.6576
C -2.0096 -1.9821 -0.7494
O -1.6579 -0.5614 -0.7386
C -2.4427 0.3305 -1.5785
C -1.6607 0.8457 -2.7666
H -2.4820 -3.5113 0.6580
H -3.2056 -1.9457 1.0423
H -1.4724 -2.2260 1.3210
H -2.8827 -2.0872 -1.3919
H -1.1794 -2.5179 -1.2032
H -2.7599 1.1529 -0.9360
H -3.3347 -0.2164 -1.8778
H -0.6649 1.1816 -2.4625
H -2.1851 1.7030 -3.1893
H -1.5458 0.0884 -3.5408
*
```

The value obtained for the total energy is -156710.06958 eV. As for the HOMO energy (spin up / spin down): -10.8 / -10.8 eV. The HOMO-LUMO gap (spin up / spin down) comes out at 6.9 / 6.9 eV. For the max |F|, the calculation gives 0.241 eV/A.

---

Entry 2:
Here is C16H18BrN3 in the gas phase in a non-equilibrium geometry from the OMol25 dataset. Energies are from ωB97M-V with the def2-TZVPD basis set.

The geometry in ORCA input format:
```
! wB97M-V def2-TZVPD RIJCOSX def2/J DEFGRID3
* xyz 0 1
C -2.9795 2.5803 -1.8075
C -1.7960 1.9304 -2.4044
C -0.9886 2.9540 -3.2958
C -0.9015 1.3281 -1.3028
C 0.1102 0.3239 -1.8561
N -0.5813 -0.9132 -2.0963
C 1.2173 0.0713 -0.8555
N 2.4809 0.4828 -1.0656
C 3.4331 0.1708 -0.1325
C 3.2073 -0.4780 1.0788
C 1.8948 -0.7885 1.3630
C 0.9551 -0.4710 0.4414
N -0.2171 -1.0521 0.9815
C -0.0592 -1.7358 2.1982
C -0.8988 -2.3615 3.0839
C -0.3919 -2.7993 4.2773
Br -1.4342 -3.8124 5.5608
C 0.9394 -2.8775 4.4838
C 1.7598 -2.1684 3.5654
C 1.2740 -1.5199 2.4964
H -2.7421 3.1985 -0.9499
H -3.7754 1.9000 -1.6416
H -3.2477 3.2696 -2.5979
H -2.0865 1.1631 -3.0616
H -0.4025 3.5918 -2.7018
H -1.5964 3.6503 -3.9369
H -0.3129 2.3911 -4.0201
H -0.3329 2.0568 -0.7834
H -1.5881 0.7336 -0.6510
H 0.4665 0.7411 -2.7483
H -1.2137 -0.7726 -2.8789
H 0.0939 -1.7062 -2.3373
H 4.4722 0.4948 -0.3671
H 4.0273 -0.5135 1.8154
H -1.1293 -1.0455 0.4577
H -1.8853 -2.3110 2.7106
H 1.3807 -3.5342 5.2192
H 2.8481 -2.1716 3.7589
*
```

Its SMILES is CC(C)C[C@H](N)c1nccc2c1[nH]c1cc(Br)ccc12. The value obtained for the total energy is -91396.14306 eV. As for the HOMO energy: -8.1 eV. The HOMO-LUMO gap comes out at 8.4 eV. For the max |F|, the calculation gives 4.270 eV/A.

---

Entry 3:
Here is a molecular structure, C16H18IN5SeTeZr in a non-equilibrium geometry from the OMol25 dataset. Energies are from ωB97M-V with the def2-TZVPD basis set.

The geometry in ORCA input format:
```
! wB97M-V def2-TZVPD RIJCOSX def2/J DEFGRID3
* xyz 2 1
Zr 0.3742 2.5564 0.9835
I 5.8163 -0.4133 0.2944
C 3.8982 0.3322 -0.0619
C 2.9312 -0.2229 -0.8924
N 1.8461 0.5592 -0.8212
N 2.0555 1.6190 -0.0086
C 3.3009 1.4798 0.4729
H 2.9765 -1.1110 -1.4949
H 0.9956 0.4734 -1.3796
H 3.7413 2.1951 1.1544
N 0.3344 0.8133 2.1932
C 0.3401 0.4813 3.3241
N 0.2868 0.1105 4.5258
C -0.8033 0.5718 5.3888
C -0.2760 1.6400 6.3619
C 1.2434 1.5287 6.5254
C 1.6736 0.0634 6.5397
C 1.3774 -0.6039 5.1895
H -1.1686 -0.2999 5.9356
H -1.6212 0.9580 4.7748
H -0.7604 1.4910 7.3270
H -0.5232 2.6448 6.0154
H 1.5389 1.9988 7.4611
H 1.7484 2.0712 5.7162
H 1.1464 -0.4530 7.3425
H 2.7399 -0.0086 6.7469
H 1.0670 -1.6433 5.3281
H 2.2523 -0.5933 4.5364
Se -2.4580 2.5152 1.8175
C -1.8026 2.2685 0.2266
N -0.9746 2.1764 -0.6282
Te 1.3411 4.1676 3.0534
C 0.5177 4.8801 1.1714
C 1.2455 4.7261 -0.0308
C 0.6421 5.0509 -1.2522
C -0.6716 5.5062 -1.2869
C -1.3884 5.6474 -0.1033
C -0.8092 5.3136 1.1165
H 2.3216 4.5112 0.0035
H 1.2160 5.0009 -2.1700
H -1.1280 5.7738 -2.2285
H -2.3930 6.0428 -0.1250
H -1.3636 5.4793 2.0396
*
```

The value obtained for the total energy is -106340.71440 eV. The relative energy (zero: lowest compared OMol25 entry of this formula, charge and spin) is 0.8281 eV. As for the HOMO energy: -14.6 eV. The HOMO-LUMO gap comes out at 7.1 eV. For the max |F|, the calculation gives 1.544 eV/A.

---

Entry 4:
Here is C16H18N2O2S in the gas phase from the OMol25 dataset. Energies are from ωB97M-V with the def2-TZVPD basis set.

The geometry in ORCA input format:
```
! wB97M-V def2-TZVPD RIJCOSX def2/J DEFGRID3
* xyz 0 1
C 2.8395 -2.4634 -0.1709
C 1.3613 -2.2139 -0.1446
C 0.6511 -2.1029 -1.3353
C -0.7159 -1.9070 -1.3297
C -1.4150 -1.8049 -0.1318
C -2.9048 -1.5827 -0.1325
C -3.2658 -0.2083 -0.6928
N -2.6236 0.8293 0.0860
C -2.7960 2.1330 -0.1803
O -3.5577 2.5732 -1.0165
C -1.8959 3.0329 0.6863
N -0.5046 2.8569 0.3311
C 0.2332 1.8450 0.8438
O -0.2123 1.0681 1.6779
C 1.6119 1.7400 0.3587
C 2.5604 0.8816 0.8441
C 3.7919 0.9811 0.1712
C 3.7678 1.9072 -0.8225
S 2.2436 2.6796 -0.9553
C -0.7047 -1.8989 1.0561
C 0.6635 -2.1081 1.0490
H 3.2532 -2.4687 0.8339
H 3.3452 -1.6964 -0.7556
H 3.0496 -3.4267 -0.6349
H 1.1780 -2.1837 -2.2761
H -1.2494 -1.8389 -2.2675
H -3.2892 -1.6656 0.8859
H -3.3929 -2.3444 -0.7445
H -2.9463 -0.1240 -1.7384
H -4.3497 -0.0506 -0.6673
H -1.9290 0.5484 0.7687
H -2.0098 2.7537 1.7381
H -2.1792 4.0762 0.5409
H -0.1487 3.3950 -0.4434
H 2.3570 0.2131 1.6588
H 4.6593 0.3944 0.4141
H 4.5556 2.1854 -1.4941
H -1.2223 -1.8144 2.0007
H 1.1905 -2.1907 1.9889
*
```

Its SMILES is Cc1ccc(CCNC(=O)CNC(=O)c2cccs2)cc1. The value obtained for the total energy is -34795.92930 eV. The relative energy (zero: lowest compared OMol25 entry of this formula, charge and spin) is 0.2822 eV. As for the HOMO energy: -8.8 eV. The HOMO-LUMO gap comes out at 9.1 eV. For the max |F|, the calculation gives 0.746 eV/A.

---

Entry 5:
Here is a molecular structure, C16H18N2O4S in a non-equilibrium geometry from the OMol25 dataset. Energies are from ωB97M-V with the def2-TZVPD basis set.

The geometry in ORCA input format:
```
! wB97M-V def2-TZVPD RIJCOSX def2/J DEFGRID3
* xyz 0 1
C -2.4659 -3.1626 2.3865
C -1.3500 -3.0853 1.1644
C -2.0137 -3.0191 -0.2327
H -1.3579 -3.2635 -1.0113
H -2.8422 -4.1289 -0.4197
O -3.0531 -2.0654 -0.3896
C -2.5928 -0.8415 -0.1702
C -3.2967 0.1721 0.3268
C -3.0074 1.5032 0.5210
C -1.7909 1.9510 -0.0351
C -1.1525 1.3496 -0.8298
C -1.4944 -0.0959 -1.1181
C -0.5050 -1.1363 -2.0815
H 0.0101 -0.1797 -2.6001
H -1.1071 -1.6925 -2.6813
S 0.7238 -1.9994 -1.0583
C 1.9415 -0.9617 -0.4419
N 1.6050 0.4094 -0.4019
C 2.6658 1.3989 0.0337
C 3.7046 0.8752 0.7497
C 3.9986 -0.5677 0.5366
O 4.9062 -1.0316 1.2186
N 3.0165 -1.2261 0.0787
H 3.1123 -2.2913 0.1585
H 4.4335 1.6835 0.8327
O 2.3678 2.6073 0.1193
H 1.3927 2.6172 -0.1926
H -0.2229 1.7311 -1.4212
C -1.4357 3.3526 0.2181
O -0.2019 3.6613 -0.1839
C -2.2908 4.5040 0.6530
H -1.9071 5.3639 0.4892
H -3.2344 4.3964 0.2214
H -2.4738 4.0386 1.7352
H -3.5961 2.0286 1.2619
H -4.1041 -0.0636 0.9694
H -0.7782 -3.9054 1.0520
H -0.9295 -2.1310 1.5245
H -3.2534 -2.3060 2.2482
H -2.1308 -2.9692 3.3591
H -2.9775 -4.1821 2.4168
*
```

The value obtained for the total energy is -38878.33826 eV. The relative energy (zero: lowest compared OMol25 entry of this formula, charge and spin) is 12.2853 eV. As for the HOMO energy: -8.2 eV. The HOMO-LUMO gap comes out at 7.7 eV. For the max |F|, the calculation gives 19.943 eV/A.